(1)
A molecular structure, C26H28BF10MnN6O. Source: OMol25; level of theory: the ωB97M-V functional and the def2-TZVPD basis.

Geometry as ORCA input:
```
! RIJCOSX wB97M-V def2-TZVPD def2/J DEFGRID3
* xyz 0 5
Mn -0.16199 0.58013 -0.21015
C -0.19758 0.06229 4.41045
C -0.93215 0.86071 3.33143
C -2.19854 1.51211 3.89129
C -0.02094 1.87484 2.70775
C 0.51177 3.06286 3.23051
C 1.26726 3.59761 2.20621
N 1.18664 2.78339 1.14523
N 0.41006 1.72212 1.45981
B 1.99626 2.75283 -0.16692
N 2.71483 1.37957 -0.23792
C 4.03799 1.18300 -0.28434
C 4.27660 -0.16852 -0.27432
C 3.00668 -0.76474 -0.21722
N 2.06003 0.18167 -0.19479
C 2.80265 -2.25783 -0.16049
C 1.35646 -2.71949 -0.21310
C 3.49082 -2.81606 1.09017
N 1.10635 2.83754 -1.44337
C 1.22086 3.67624 -2.47950
C 0.64411 3.08953 -3.58806
C 0.18943 1.83921 -3.15259
N 0.45411 1.71532 -1.85101
C -0.34597 0.70941 -3.99382
C 0.57446 -0.51195 -3.87364
C -1.79311 0.32246 -3.69426
H -0.87055 -0.66728 4.86558
H 0.17161 0.72461 5.19826
H 0.65667 -0.47374 3.99231
H -1.21988 0.17145 2.53862
H -1.95247 2.19569 4.71008
H -2.87360 0.74777 4.28116
H -2.72941 2.08068 3.12593
H 0.36773 3.47233 4.21750
H 1.86749 4.49311 2.16506
H 2.80112 3.64724 -0.17441
H 4.71187 2.02530 -0.31832
H 5.23011 -0.66973 -0.31320
H 3.31885 -2.66320 -1.03573
H 0.80199 -2.35355 0.65205
H 1.31779 -3.81143 -0.20038
H 0.84571 -2.37610 -1.11388
H 2.98776 -2.44923 1.98944
H 4.53994 -2.52526 1.14851
H 3.43882 -3.90727 1.09168
H 1.74964 4.61062 -2.37009
H 0.58867 3.48659 -4.58916
H -0.30068 1.07018 -5.02259
H 0.56188 -0.90885 -2.85690
H 1.60686 -0.25817 -4.12108
H 0.23785 -1.30867 -4.53986
H -1.88821 -0.09664 -2.69346
H -2.12117 -0.45263 -4.39089
H -2.46704 1.17386 -3.77481
F -3.68615 -5.85418 0.05410
C -3.04008 -4.68510 0.03514
C -2.58303 -4.15354 -1.15333
F -2.78106 -4.81346 -2.29725
C -1.91795 -2.94385 -1.16182
F -1.46850 -2.47286 -2.33504
C -1.69071 -2.20716 -0.00206
O -1.05163 -1.05762 -0.01444
C -2.14989 -2.78193 1.18169
F -1.93373 -2.15348 2.34673
C -2.81382 -3.99218 1.20614
F -3.23629 -4.49620 2.36863
F -2.20490 2.22448 -1.47124
C -2.00185 1.71022 -0.24347
F -1.86310 2.75429 0.60248
C -3.34302 1.00279 0.16017
F -4.25999 1.93744 0.43473
F -3.21679 0.23989 1.23993
F -3.79396 0.26053 -0.84984
*
```

⟨S²⟩: 6.26
Electronic energy in Ha: -3585.95827
Energy above the lowest of the compared OMol25 structures with the same formula, charge and spin in kJ/mol: 40.24

The computed Mulliken charges, all in e, follow: 0.012 -1.757 2.787 -1.699 -0.054 -1.277 -0.436 -0.073 0.710 -0.007 -0.446 -0.320 -1.540 -0.295 1.539 0.769 -0.939 -1.478 0.317 -0.468 -1.494 0.219 0.828 0.329 -1.310 -1.149 0.425 0.406 0.364 -1.320 0.404 0.410 0.307 0.529 0.521 -0.149 0.477 0.527 0.396 -0.101 0.494 0.034 0.248 0.429 0.426 0.516 0.537 0.491 0.068 0.384 0.470 -0.217 0.530 0.309 -0.320 0.679 0.084 -0.314 -0.032 -0.191 0.104 0.016 -0.411 -0.230 0.083 -0.313 -0.252 1.039 -0.268 0.314 -0.293 -0.118 -0.261

(2)
A molecular structure, C26H28F5N3O3RuSbTe at a distorted geometry. Source: OMol25; level of theory: the ωB97M-V functional and the def2-TZVPD basis.

Geometry as ORCA input:
```
! RIJCOSX wB97M-V def2-TZVPD def2/J DEFGRID3
* xyz 2 2
Ru 0.40916 -0.85609 0.73586
C 2.53573 -4.26850 -0.80808
O 2.91436 -3.96871 0.59961
C 2.40687 -2.81117 0.87689
N 1.72907 -2.20068 -0.04443
C 1.50754 -3.17829 -1.13973
C 1.52014 -2.61276 -2.53505
C 2.02967 -1.34970 -2.80661
C 1.96894 -0.83404 -4.09786
C 1.39265 -1.57577 -5.11312
C 0.90932 -2.85094 -4.84828
C 0.96042 -3.36056 -3.55729
C 2.49909 -2.20478 2.20723
C 3.24167 -2.65101 3.27752
C 3.15528 -1.94118 4.47001
C 2.38336 -0.78791 4.52348
C 1.68423 -0.41664 3.39094
N 1.70739 -1.13095 2.28381
C 0.96880 0.84115 3.19955
N 0.46081 1.17103 2.06861
C 0.08095 2.61348 2.19131
C 0.33675 2.91198 3.68508
O 0.99603 1.71046 4.18349
C -1.31448 3.03604 1.82440
C -1.57499 4.40082 1.76770
C -2.87291 4.85774 1.58239
C -3.91536 3.95253 1.41865
C -3.65819 2.59723 1.46230
C -2.35119 2.13208 1.66172
H 2.12696 -5.27022 -0.83853
H 3.43778 -4.21607 -1.41115
H 0.50837 -3.57453 -0.97619
H 2.49826 -0.77626 -2.01290
H 2.39450 0.13946 -4.31691
H 1.30663 -1.15904 -6.10873
H 0.47229 -3.44238 -5.64340
H 0.52841 -4.33327 -3.34100
H 3.87368 -3.52300 3.17435
H 3.70309 -2.27318 5.34212
H 2.32887 -0.17388 5.41214
H 0.78430 3.16267 1.56221
H -0.58604 3.04893 4.24064
H 0.99341 3.75701 3.86069
H -0.76488 5.11522 1.88534
H -3.06978 5.92219 1.55624
H -4.92395 4.31171 1.26050
H -4.46528 1.88305 1.36975
H -2.16822 1.07422 1.78376
C -2.67978 2.89129 -1.57112
Sb -1.78160 0.98558 -1.40914
C 0.31147 1.51605 -1.35329
C -1.86581 0.25027 -3.37170
H -2.20259 3.25742 -2.49043
H -2.42747 3.48529 -0.69630
H -3.75738 2.78269 -1.68726
H 0.69055 1.28850 -2.34955
H 0.82336 0.89566 -0.61020
H 0.46120 2.56339 -1.09282
H -1.57409 1.08496 -4.01189
H -2.87189 -0.08275 -3.59653
H -1.18184 -0.59115 -3.42443
F -3.16254 -1.49124 -1.83970
Te -2.30521 -1.93051 -0.19345
F -1.30395 -0.76750 1.70958
F -0.57148 -2.87854 0.89056
F -3.11445 0.08427 0.00956
F -1.70818 -3.30250 -1.34180
O -0.86784 -0.93869 -0.82913
*
```

⟨S²⟩: 0.75
Electronic energy in Ha: -2499.49803
Energy above the lowest of the compared OMol25 structures with the same formula, charge and spin in kJ/mol: 0.00

The computed Mulliken charges, all in e, follow: 0.370 -0.256 -0.437 0.322 0.097 0.279 -0.106 -0.056 -0.856 -0.564 -0.733 -0.390 -0.160 -0.514 -0.531 -0.636 0.133 0.013 0.470 0.239 -0.507 -0.457 -0.416 0.184 -0.643 -0.642 -0.554 -0.742 -0.450 0.347 0.383 0.278 0.541 0.483 0.445 0.418 0.454 0.580 0.491 0.591 0.602 0.373 0.331 0.482 0.429 0.443 0.467 0.861 -1.116 1.724 -1.257 -1.061 0.602 0.262 0.403 0.546 0.217 0.529 0.515 0.377 0.113 -0.500 1.256 -0.633 -0.579 -0.678 -0.477 0.302

(3)
A molecular structure, C26H28F6N5O9S2SeY. Source: OMol25; level of theory: the ωB97M-V functional and the def2-TZVPD basis.

Geometry as ORCA input:
```
! RIJCOSX wB97M-V def2-TZVPD def2/J DEFGRID3
* xyz -2 1
Y 0.13780 -0.49396 -0.67718
O 2.09491 -2.41981 -4.17703
C 1.95808 -1.54282 -3.33709
O 0.91775 -1.34424 -2.60455
C 3.07530 -0.50935 -3.12927
C 2.48366 0.90731 -3.27897
C 3.60737 1.92254 -3.52239
C 4.24473 2.00238 -2.11111
C 3.35794 1.03393 -1.31866
O 2.07389 1.23245 -1.94284
C 3.69770 -0.41484 -1.69522
C 3.17352 -1.45689 -0.69391
O 3.75047 -2.53079 -0.61248
O 2.15391 -1.09560 0.01115
H 3.84953 -0.69452 -3.87241
H 1.62390 0.97089 -3.94109
H 4.30076 1.58813 -4.29521
H 3.19509 2.88562 -3.82489
H 5.29298 1.70101 -2.09500
H 4.17104 3.00887 -1.69933
H 3.26326 1.22684 -0.25367
H 4.77491 -0.57105 -1.75832
F -5.48204 2.08435 -1.71553
C -4.18988 2.12047 -1.37297
F -4.06262 2.89564 -0.29522
F -3.50206 2.66139 -2.37859
S -3.55027 0.43459 -0.97521
O -2.15381 0.69906 -0.70496
O -4.38061 -0.01431 0.09934
N -3.83519 -0.30425 -2.33289
S -2.71563 -1.18770 -3.02081
O -1.80825 -1.73340 -2.05239
O -3.29600 -2.01251 -4.03055
C -1.72182 0.01887 -4.00865
F -0.94361 0.75546 -3.19747
F -0.95288 -0.60527 -4.88667
F -2.52781 0.85678 -4.67179
Se 1.46557 1.41867 2.04687
N 0.44756 1.53778 0.50973
C 0.18338 2.85751 0.35290
C -0.52474 3.40255 -0.73406
C -0.75598 4.76335 -0.80538
C -0.28688 5.62391 0.19714
C 0.42357 5.12344 1.26963
C 0.68187 3.74008 1.37193
N 1.38436 3.18148 2.37859
H -0.88651 2.74518 -1.51299
H -1.30741 5.16623 -1.64729
H -0.48133 6.68828 0.12657
H 0.80426 5.76899 2.05233
N -3.31863 0.01222 3.12563
N -2.16184 0.81726 2.75155
H -2.92918 -0.91502 3.28330
H -3.86447 -0.10385 2.27644
H -1.99543 1.45677 3.52027
H -2.41452 1.39829 1.95902
C -1.90541 -4.06197 1.58949
C -0.62916 -3.20938 1.64664
C 0.48930 -4.00009 0.94555
C -0.86745 -1.88596 0.95688
C -0.22063 -2.88544 3.08024
C 0.96877 -2.17625 3.29459
C 1.35773 -1.80317 4.56771
C 0.56632 -2.11902 5.66844
C -0.61507 -2.81136 5.47295
C -1.00285 -3.19052 4.19054
H -2.14970 -4.25811 0.54419
H -2.75922 -3.54071 2.03003
H -1.78093 -5.02573 2.09729
H 0.18457 -4.20312 -0.08488
H 0.68042 -4.95808 1.44141
H 1.42140 -3.43944 0.89024
H -1.80671 -1.45323 1.33796
H 1.57142 -1.89580 2.43889
H 2.27585 -1.24345 4.70359
H 0.86451 -1.81226 6.66435
H -1.25032 -3.05545 6.31737
H -1.93250 -3.72981 4.05816
*
```

Electronic energy in Ha: -5794.01040
Energy above the lowest of the compared OMol25 structures with the same formula, charge and spin in kJ/mol: 0.00

The computed Mulliken charges, all in e, follow: -0.121 -0.820 -0.272 -0.550 0.372 -0.083 -1.056 -1.059 0.125 -0.258 0.081 -0.219 -0.778 0.111 0.443 0.469 0.382 0.318 0.395 0.338 0.439 0.497 -0.244 0.577 -0.215 -0.200 1.090 0.365 -0.804 -0.736 1.074 -0.602 -0.725 0.669 -0.111 -0.226 -0.273 0.029 -0.182 0.534 -0.166 -1.076 -0.431 -0.728 0.576 -1.014 0.484 0.397 0.345 0.415 -0.964 0.090 0.335 0.387 0.256 -0.018 -2.320 3.599 -1.651 -0.742 -0.271 -0.126 -0.966 -0.406 -0.761 -0.128 0.383 0.384 0.454 0.335 0.387 0.217 -0.067 0.539 0.378 0.355 0.353 0.390